1) Density functional theory data (ωB97M-V/def2-TZVPD) for a gas-phase ion, C3H5N2 (charge +1).

```
10
C3H5N2 ωB97M-V/def2-TZVPD
C -0.6671 1.2222 0.0478
C -1.2969 -0.8123 -0.1100
C 0.5188 0.3962 -0.0377
N -1.7398 0.3866 -0.0090
N -0.0152 -0.9588 0.1251
H -0.8200 2.3612 0.1752
H -1.9467 -1.6372 -0.0836
H 0.9212 0.2802 -1.0965
H 1.4386 0.7233 0.4864
H 0.5730 -1.7892 0.0198
```

Its charge is +1.

=====

2) Density functional theory data (ωB97M-V/def2-TZVPD) for 2 unconnected molecules or ions with the total composition C3H5N2.

```
10
C3H5N2 ωB97M-V/def2-TZVPD
C -0.2226 -0.3629 0.2222
C -0.8274 0.3572 1.0365
C -0.0430 -0.8355 -1.9239
N 0.2935 -0.9642 -0.7460
N -0.4022 -0.4943 -2.9499
H -1.7990 -0.0166 1.5094
H -0.5895 1.3064 1.2336
H 1.7136 0.9291 2.8541
H 2.4699 0.8262 2.7377
H -0.5932 -0.7454 -3.9739
```

Its charge is +1.

=====

Which structure loses on stability? 2) does.

=====

1) Density functional theory data (ωB97M-V/def2-TZVPD) for a molecular structure, C3H5N2.

```
10
C3H5N2 ωB97M-V/def2-TZVPD
C 0.9107 -1.0101 0.3033
C 1.5076 0.2787 0.3662
C -0.8636 0.0225 -0.3973
N 0.5571 -0.0619 -0.7136
N -0.9387 -1.0263 0.5769
H 1.2211 0.9318 1.1378
H 2.5069 0.1370 -0.1863
H -1.0127 0.9736 0.0284
H -1.5565 -0.0313 -1.1660
H -1.5759 -1.7268 0.1676
```

Its charge is +1.

=====

2) Density functional theory data (ωB97M-V/def2-TZVPD) for a gas-phase ion, C3H5N2 (charge +1).

```
10
C3H5N2 ωB97M-V/def2-TZVPD
C 0.6057 -0.0267 -1.0266
C -0.4056 -0.9033 -0.6481
N -0.8444 -0.5527 0.6397
C -0.0980 0.5317 1.0031
N 0.6910 0.9199 -0.0545
H 1.3352 -0.0557 -1.7351
H -0.7224 -1.6710 -1.3225
H -1.4883 -1.1632 1.0705
H -0.0712 1.0058 1.9827
H 1.4074 1.7037 -0.0621
```

Its charge is +1.

=====

3) Density functional theory data (ωB97M-V/def2-TZVPD) for a molecular structure, C3H5N2.

```
10
C3H5N2 ωB97M-V/def2-TZVPD
C 1.2499 0.6912 -0.1445
C -0.2660 0.6357 0.3727
C 0.1383 -0.7997 0.3835
N 1.4284 -0.5547 -0.1859
N -0.9379 -0.3488 -0.4757
H 1.9220 1.5372 -0.1643
H -0.7570 1.2817 1.0544
H 0.0171 -1.5474 1.0234
H -1.8729 -0.5933 -0.2578
H -0.9220 -0.3021 -1.6059
```

Its charge is +1.

=====

4) Density functional theory data (ωB97M-V/def2-TZVPD) for 2 unconnected molecules or ions with the total composition C3H5N2.

```
10
C3H5N2 ωB97M-V/def2-TZVPD
C -0.9868 -1.2642 0.3145
C -0.9139 -0.0538 0.0239
C 1.7753 0.7197 -0.2223
N 2.7405 0.1023 0.0041
N -0.8505 1.1255 -0.1983
H -0.5063 -1.6520 1.1907
H -1.5542 -2.0864 -0.3156
H 3.6143 -0.1356 0.3440
H -1.5555 1.7645 0.3218
H -0.1831 1.6222 -0.6914
```

Its charge is +1.

=====

Which structure loses on stability? 1) does.

=====

1) Density functional theory data (ωB97M-V/def2-TZVPD) for a gas-phase ion, C3H5N2 (charge +1).

```
10
C3H5N2 ωB97M-V/def2-TZVPD
C -1.2954 -1.0288 -0.0825
C 0.1603 -1.0890 -0.0080
C -0.6869 1.0954 -0.1026
N -1.6502 0.3062 0.0743
N 0.6804 0.4107 -0.0087
H 0.4372 -1.5660 0.9757
H 0.5068 -1.5567 -0.8088
H -0.6197 2.1187 -0.1686
H 1.1573 0.6975 0.9358
H 1.3101 0.6119 -0.8065
```

Its charge is +1.

=====

2) Density functional theory data (ωB97M-V/def2-TZVPD) for a gas-phase ion, C3H5N2 (charge +1).

```
10
C3H5N2 ωB97M-V/def2-TZVPD
C -1.3003 -1.3978 0.4077
C -0.2494 -1.1027 -0.6815
C -0.7439 0.7709 0.3693
N -1.5336 -0.1639 0.8074
N 0.1746 0.2426 -0.3874
H 0.4913 -1.7596 -0.2546
H -0.0428 -1.5911 -1.6956
H -0.4610 1.6764 0.6822
H -2.4551 0.2329 1.3670
H 0.6397 0.5508 -1.2670
```

Its charge is +1.

=====

Which structure loses on stability? 1) does.

=====

1) Density functional theory data (ωB97M-V/def2-TZVPD) for a gas-phase ion, C4H7N2 (charge +1).

```
13
C4H7N2 ωB97M-V/def2-TZVPD
C -0.7933 2.2346 -0.5343
C -0.7389 0.9403 -0.5826
C -0.1615 -0.9130 0.8623
C 0.5314 -1.6569 0.0150
N -0.8186 0.2084 0.6152
N 1.6993 -1.9046 -0.3947
H -0.6462 2.7173 0.4240
H -0.8802 2.9233 -1.3279
H -0.8300 0.3610 -1.5146
H -0.3196 -1.3959 1.8666
H -1.3808 0.5479 1.4279
H 2.5127 -1.3316 0.1269
H 1.8259 -2.7310 -0.9839
```

Its charge is +1.

=====

2) Density functional theory data (ωB97M-V/def2-TZVPD) for a gas-phase ion, C4H7N2 (charge +1).

```
13
C4H7N2 ωB97M-V/def2-TZVPD
C -0.7712 -0.6572 -0.6004
C 1.0862 -0.3364 -2.1711
C -0.8772 0.2911 1.8330
C 0.3591 0.6822 1.0834
N -0.7672 0.1305 0.4272
N 0.3258 -0.7438 -1.2792
H -1.6153 -1.2897 -0.8562
H 0.8652 0.5320 -2.7890
H 2.0227 -0.8565 -2.3429
H -0.8783 -0.6029 2.4446
H -1.5607 1.0629 2.1616
H 0.5705 1.7316 0.9236
H 1.2405 0.0565 1.1654
```

Its charge is +1.

=====

3) Density functional theory data (ωB97M-V/def2-TZVPD) for a gas-phase ion, C4H7N2 (charge +1).

```
13
C4H7N2 ωB97M-V/def2-TZVPD
C -1.0757 0.7454 -0.0458
C -2.3005 0.9962 0.2732
C 1.1596 -0.5214 0.2958
C 1.9562 0.7995 0.0517
N 1.1585 1.7071 -0.2157
N -0.2242 -0.3656 -0.2498
H -3.1538 0.3152 0.2764
H -2.5878 2.0006 0.2272
H 1.8703 -1.2823 -0.1636
H 1.1960 -0.6919 1.5122
H 2.9856 0.7058 0.1135
H -0.7184 -1.2294 -0.1275
H 0.0632 0.0349 -1.1833
```

Its charge is +1.

=====

4) Density functional theory data (ωB97M-V/def2-TZVPD) for a gas-phase ion, C4H7N2 (charge +1).

```
13
C4H7N2 ωB97M-V/def2-TZVPD
C 1.1406 0.7696 0.3874
C 0.9673 -0.7393 0.3081
C -0.4406 0.7403 -0.5033
C -0.2946 -0.6892 -0.4800
N 2.0284 -0.0227 -0.2515
N -1.3046 -0.0102 0.3618
H 1.4119 1.5462 1.0755
H 1.3276 -1.4067 1.1908
H -0.8879 1.4255 -1.1421
H -0.7986 -1.3661 -1.0598
H 2.1593 0.1517 -1.2523
H -1.1927 0.1184 1.3427
H -2.2700 -0.0054 0.2416
```

Its charge is +1.

=====

Which structure loses on stability? 3) does.